Record 1
Entry from the Open Molecules 2025 dataset: a molecular structure, C34H24F5IrN2P2S3 (ωB97M-V/def2-TZVPD).

## Properties
- Multiplicity: 1

Cartesian coordinates (Å):
Ir1 1.377 -0.250 -1.911
S1 2.853 0.307 -0.103
S2 2.403 -2.318 -2.275
S3 -0.629 -0.113 -3.301
P1 -1.329 0.294 -1.436
P2 1.001 0.338 0.824
F1 -0.175 -3.513 -1.324
F2 -0.675 -4.779 0.981
F3 3.779 -4.111 2.333
F4 1.316 -5.141 2.798
F5 4.302 -2.827 0.044
N1 2.720 0.272 -3.510
N2 2.285 0.538 -4.747
C1 -5.123 -2.146 -0.663
C2 -1.459 4.344 -1.802
C3 -0.548 3.236 3.239
C4 -2.740 3.768 0.150
C5 -5.213 -0.934 -1.337
C6 3.305 0.791 -5.587
C7 -2.840 -0.633 -1.099
C8 -3.894 -2.608 -0.218
C9 0.554 -4.309 0.729
C10 3.069 -3.297 0.230
C11 -2.206 4.728 -0.696
C12 -0.109 4.401 2.627
C13 1.983 -1.851 4.108
C14 -0.234 -1.517 2.468
C15 0.611 1.935 1.578
C16 2.057 -1.002 3.014
C17 1.559 -4.479 1.665
C18 -2.535 2.420 -0.111
C19 -1.781 2.034 -1.216
C20 2.816 -3.964 1.417
C21 0.828 -3.651 -0.455
C22 1.047 3.106 0.964
C23 4.463 0.676 -4.857
C24 -2.751 -1.852 -0.436
C25 0.945 -0.831 2.195
C26 -1.239 3.001 -2.058
C27 0.687 4.336 1.492
C28 2.088 -3.126 -0.740
C29 -0.190 2.002 2.716
C30 4.040 0.347 -3.559
C31 0.801 -2.526 4.385
C32 -0.306 -2.364 3.565
C33 -4.074 -0.178 -1.559
C34 0.018 -0.124 -0.505
H1 -1.221 -2.906 3.770
H2 -1.090 -1.391 1.815
H3 -3.818 -3.560 0.292
H4 -4.144 0.766 -2.086
H5 -1.044 5.094 -2.463
H6 1.292 0.555 -4.917
H7 5.470 0.808 -5.208
H8 2.852 -1.999 4.734
H9 -0.385 5.364 3.038
H10 1.673 3.041 0.082
H11 4.617 0.146 -2.672
H12 -0.521 1.095 3.205
H13 2.983 -0.490 2.781
H14 -3.318 4.065 1.015
H15 -0.650 2.690 -2.912
H16 -2.960 1.672 0.547
H17 -1.163 3.287 4.127
H18 -2.370 5.779 -0.491
H19 0.751 -3.198 5.232
H20 -1.781 -2.216 -0.121
H21 -6.016 -2.733 -0.491
H22 3.128 1.033 -6.620
H23 -6.173 -0.580 -1.690
H24 1.030 5.245 1.016

Record 2
Entry from the Open Molecules 2025 dataset: a molecular structure, C34H25Co2N2O6 at a distorted geometry (ωB97M-V/def2-TZVPD).

## Properties
- Multiplicity: 1
- Net charge: -1

Cartesian coordinates (Å):
Co1 1.753 -0.696 1.089
Co2 2.380 0.378 -1.649
O1 -0.343 -2.840 1.332
O2 2.464 1.884 2.280
O3 0.188 0.305 -3.552
O4 2.546 -2.847 2.860
O5 4.311 0.300 -3.803
O6 3.407 2.874 -0.459
N1 -3.602 -1.725 6.502
N2 -1.421 1.905 -1.300
C1 1.033 0.419 -2.760
C2 -0.335 2.736 -0.806
C3 -3.175 -1.318 5.491
C4 2.235 -1.969 2.173
C5 -4.335 1.179 -1.070
C6 -5.825 -0.718 -1.255
C7 -0.767 -0.328 2.834
C8 6.266 -1.343 1.031
C9 0.353 -2.064 0.757
C10 -2.646 -0.801 4.263
C11 2.870 -0.996 -0.501
C12 2.980 1.873 -0.855
C13 -0.160 3.855 -1.842
C14 5.680 -3.441 -0.038
C15 -4.753 -1.586 -1.002
C16 2.225 0.869 1.778
C17 -3.491 -0.204 3.320
C18 -1.269 -0.853 4.006
C19 -1.893 0.859 -0.583
C20 -2.988 0.275 2.123
C21 3.544 0.336 -2.935
C22 -1.082 0.343 0.459
C23 4.507 -2.876 -0.541
C24 -5.613 0.664 -1.292
C25 -1.617 0.097 1.783
C26 -3.237 0.310 -0.884
C27 6.544 -2.688 0.768
C28 0.330 -1.771 -0.762
C29 -3.465 -1.080 -0.830
C30 4.181 -1.544 -0.206
C31 -1.011 3.457 -3.053
C32 1.566 -1.043 -0.952
C33 -2.000 2.391 -2.545
C34 5.112 -0.758 0.512
H1 5.907 -4.483 -0.267
H2 0.330 -0.217 2.730
H3 -4.558 -0.132 3.528
H4 -1.562 4.306 -3.467
H5 6.933 -0.740 1.649
H6 -0.008 0.602 0.425
H7 -0.551 3.119 0.205
H8 -2.622 -1.744 -0.648
H9 3.808 -3.453 -1.153
H10 0.602 2.157 -0.727
H11 7.435 -3.147 1.195
H12 -4.915 -2.662 -0.940
H13 -3.672 0.750 1.419
H14 4.881 0.295 0.708
H15 0.899 3.961 -2.095
H16 -4.200 2.261 -1.000
H17 -6.437 1.356 -1.486
H18 -2.964 2.884 -2.350
H19 -0.383 3.036 -3.848
H20 0.316 -2.711 -1.356
H21 -0.564 -1.197 -1.051
H22 -2.189 1.585 -3.272
H23 -6.828 -1.123 -1.410
H24 -0.602 -1.320 4.736
H25 -0.504 4.800 -1.409

What did we get for E_tot? Answer: -106138.845; -126178.625 eV, in the order shown.
What did we get for E_HOMO? Answer: -0.261; -0.134 hartree, in the order shown.